Below is an isolated molecule of C27H24FN3O6S, with properties calculated with ωB97M-V/def2-TZVPD.

Structure (XYZ):
```
62
Properties=species:S:1:pos:R:3:forces:R:3
C -5.1119 -3.7724 2.2086 -0.1 -0.1 -0.2
H -4.0529 -3.8030 2.4543 0.1 0.0 0.1
H -5.5545 -2.9129 2.7073 0.0 0.1 0.1
H -5.5842 -4.6758 2.5877 0.0 -0.1 0.1
C -5.3007 -3.6634 0.6941 0.1 0.1 0.2
C -4.6426 -2.4180 0.1738 -0.1 -0.1 -0.1
C -5.3511 -1.2288 0.0611 0.2 -0.2 0.0
C -4.7439 -0.0648 -0.3736 0.0 0.2 0.0
C -3.3946 -0.0780 -0.7057 -0.3 -0.2 0.1
C -2.6743 -1.2645 -0.5975 0.0 0.1 0.0
C -3.2933 -2.4170 -0.1589 -0.1 0.1 0.0
H -2.7076 -3.3197 -0.0725 0.1 -0.1 0.0
H -1.6222 -1.2948 -0.8417 0.1 0.0 0.0
N -2.7030 1.0623 -1.1526 0.3 -0.4 -0.1
C -3.0921 2.3544 -1.1013 0.6 0.3 -0.2
O -4.1728 2.7656 -0.7504 -0.3 0.1 0.1
C -1.9592 3.3203 -1.5469 -0.5 0.1 -0.5
C -2.4685 4.7463 -1.6435 0.2 -0.4 0.2
H -1.6607 5.4206 -1.9144 0.1 0.0 -0.1
H -2.8863 5.0459 -0.6866 -0.1 0.1 0.0
H -3.2517 4.7962 -2.3937 -0.1 0.0 0.0
H -1.5454 2.9733 -2.5031 -0.1 0.1 0.2
O -0.9105 3.2937 -0.5596 0.0 0.3 0.3
C 0.0531 2.4008 -0.6790 0.1 -0.2 -0.2
O 0.1126 1.5722 -1.5635 0.1 0.1 0.1
C 1.0646 2.5307 0.4125 0.2 0.5 0.2
C 1.3897 3.7547 0.8863 -0.3 -0.3 -0.4
C 2.3958 3.9467 1.9221 0.2 -0.3 0.2
O 2.7348 5.0129 2.3852 0.0 0.3 0.0
N 2.9785 2.7709 2.3681 0.2 0.2 0.3
C 2.6792 1.5138 1.9370 -0.3 -0.6 -0.4
C 3.3289 0.3980 2.4818 -0.1 0.0 0.0
C 3.0240 -0.8678 2.0358 0.0 0.1 0.1
C 2.0590 -1.0263 1.0500 -0.2 -0.6 -0.1
C 1.4019 0.0476 0.5063 0.0 0.1 0.1
C 1.7011 1.3447 0.9307 0.3 -0.3 0.2
H 0.6586 -0.1260 -0.2528 -0.1 0.1 -0.1
S 1.7206 -2.6307 0.3320 0.0 0.5 -0.4
O 2.3953 -3.6418 1.0806 0.3 0.2 0.1
O 0.3228 -2.7715 0.0657 -0.2 0.2 -0.2
N 2.4362 -2.4640 -1.1830 -0.8 -0.5 0.5
C 3.6974 -1.8785 -1.2805 0.9 0.2 0.0
C 4.7038 -2.2767 -0.4033 0.0 0.1 -0.2
C 5.9547 -1.6948 -0.4714 0.1 0.2 -0.2
C 6.1923 -0.7213 -1.4257 -0.1 0.0 0.0
C 5.2128 -0.3204 -2.3153 0.3 0.0 0.1
C 3.9599 -0.8991 -2.2353 -0.1 -0.2 0.2
H 3.1806 -0.5928 -2.9171 -0.1 0.1 -0.1
H 5.4318 0.4367 -3.0511 0.0 0.1 -0.1
F 7.4117 -0.1448 -1.4878 -0.1 -0.1 0.0
H 6.7453 -1.9921 0.1989 0.1 0.0 0.1
H 4.4900 -3.0486 0.3172 0.1 -0.1 0.1
H 1.7675 -2.1535 -1.8716 -0.2 0.0 0.0
H 3.5063 -1.7432 2.4388 0.1 -0.1 0.1
H 4.0712 0.5442 3.2518 0.1 0.0 0.1
H 3.6848 2.8805 3.0878 -0.1 0.1 -0.1
H 0.9195 4.6486 0.5077 0.0 0.0 0.0
H -1.7650 0.8684 -1.4876 -0.2 0.3 0.0
H -5.3069 0.8501 -0.4510 0.0 0.0 0.0
H -6.4011 -1.2088 0.3156 -0.1 0.0 0.0
H -6.3678 -3.6441 0.4639 0.0 -0.1 -0.1
H -4.8616 -4.5403 0.2146 -0.1 0.0 -0.1
```
Forces are in eV/Å.

The HOMO-LUMO gap comes out at 7.41 eV. The value obtained for the total energy is -58698.328 eV. For the HOMO energy, the calculation gives -8.346 eV.



Below is a structure of composition C27H24IN3O4PdS, with properties calculated with ωB97M-V/def2-TZVPD.

Structure (XYZ):
```
61
Properties=species:S:1:pos:R:3:forces:R:3
Pd 0.2255 -0.5635 0.8657 -0.2 0.6 0.3
C -0.0819 4.4373 -5.5868 0.0 0.0 0.0
C -0.2381 3.2078 -4.7341 0.0 0.0 0.0
C 0.5369 3.0348 -3.5877 0.0 0.0 0.0
C 0.3795 1.9228 -2.7808 0.0 0.0 0.0
C -0.5668 0.9667 -3.1262 0.0 0.0 0.0
C -1.3465 1.1127 -4.2606 0.0 0.0 0.0
C -1.1766 2.2349 -5.0591 0.0 0.0 0.0
S -0.7452 -0.4644 -2.1025 0.0 0.2 0.2
O -1.8866 -1.2030 -2.5774 0.0 0.0 0.0
O 0.5341 -1.1307 -2.0632 0.0 0.0 0.0
N -0.9658 0.1639 -0.6199 0.0 -0.5 -0.1
C -2.2044 0.6505 -0.1894 0.1 0.1 -0.1
C -3.2575 0.9807 -1.0548 0.0 0.0 -0.1
C -4.4134 1.5041 -0.5159 0.0 0.0 0.0
C -4.5121 1.6940 0.8573 0.0 0.0 0.0
C -3.4175 1.3427 1.6249 0.0 0.0 0.0
N -2.2936 0.8357 1.1272 0.1 0.0 0.0
H 0.9259 4.8444 -5.5121 0.0 0.0 0.0
H -0.7779 5.2163 -5.2681 0.0 0.0 0.0
H -0.2887 4.2190 -6.6342 0.0 0.0 0.0
H 1.2730 3.7852 -3.3251 0.0 0.0 0.0
H 0.9727 1.7940 -1.8839 0.0 0.0 0.0
H -2.0713 0.3486 -4.5084 0.0 0.0 0.0
H -1.7814 2.3538 -5.9503 0.0 0.0 0.0
H -3.1714 0.8184 -2.1177 0.0 0.0 0.0
H -5.2373 1.7640 -1.1687 0.0 0.0 0.0
H -5.4034 2.0998 1.3141 0.0 0.0 0.0
H -3.4348 1.4747 2.7018 0.0 0.0 0.0
I 6.1789 3.8291 5.6469 0.0 0.0 0.0
C 4.7673 2.7778 4.5176 0.1 0.0 0.0
C 4.2570 3.3518 3.3618 0.0 0.0 0.0
C 3.3230 2.6504 2.6166 0.0 0.0 0.0
C 2.9072 1.3900 3.0264 -0.1 0.0 0.0
C 3.4240 0.8278 4.1868 0.0 0.0 0.0
C 4.3592 1.5201 4.9390 0.0 0.0 0.0
C 1.9079 0.6442 2.2193 -0.2 -0.5 0.0
O 1.4527 1.1369 1.1441 0.0 -0.3 0.3
O 1.5086 -0.5132 2.6020 0.2 0.4 -0.5
H 4.5833 4.3332 3.0478 0.0 0.0 0.0
H 2.9066 3.0732 1.7123 0.0 0.0 0.0
H 3.0851 -0.1527 4.4927 0.0 0.0 0.0
H 4.7648 1.0874 5.8427 0.0 0.0 0.0
C 2.0438 -2.9286 0.3173 0.0 0.1 0.1
C 0.9148 -3.8249 0.6838 0.0 0.0 -0.1
C 1.1382 -5.1817 0.7709 0.0 0.0 0.0
C 0.1064 -6.0639 1.0790 0.0 0.0 0.0
C -1.2026 -5.6417 1.2867 0.0 0.0 0.0
C -1.5059 -4.3049 1.1887 -0.1 0.0 0.0
C -2.9068 -3.8207 1.3786 0.1 0.0 0.0
C -0.4410 -3.3434 0.9214 -0.4 0.0 -0.1
N -0.8634 -2.1052 0.9238 0.6 0.0 0.1
H 2.9180 -3.5179 0.0456 0.0 0.0 0.0
H 2.3091 -2.2948 1.1699 0.0 0.0 0.0
H 1.7740 -2.2745 -0.5139 0.0 0.0 0.0
H 2.1315 -5.5685 0.5876 0.0 0.0 0.0
H 0.3307 -7.1224 1.1443 0.0 0.0 0.0
H -1.9779 -6.3635 1.5058 0.0 0.0 0.0
H -3.5932 -4.6611 1.4573 0.0 0.0 0.0
H -3.1968 -3.1718 0.5530 0.0 0.0 0.0
H -2.9797 -3.2116 2.2802 0.0 0.0 0.0
```
Forces are in eV/Å.

The HOMO-LUMO gap comes out at 5.54 eV. Its energy above the lowest of the compared OMol25 structures with the same formula, charge and spin is 0.0000 eV. The value obtained for the total energy is -63462.825 eV. For the HOMO energy, the calculation gives -7.984 eV.



Below is a structure of composition C27H24N6O11OsS2, with properties calculated with ωB97M-V/def2-TZVPD.

Structure (XYZ):
```
71
Properties=species:S:1:pos:R:3:forces:R:3
Os 0.3397 0.5162 -0.2183 0.0 -0.2 -0.3
O 4.3369 -0.3520 4.2279 0.0 -0.1 0.0
C 3.4092 -0.1233 3.2982 -0.1 0.1 -0.1
C 2.9946 1.1690 2.9473 0.3 0.0 0.3
C 2.0623 1.2922 1.9659 -0.4 -0.1 -0.4
N 1.5206 0.2209 1.3852 0.4 -0.1 0.6
C 1.9019 -1.0177 1.7147 -0.3 0.2 -0.4
C 2.8476 -1.2388 2.6666 0.3 -0.2 0.2
C 1.1525 -2.0551 0.9188 -0.2 0.0 -0.1
O 1.2065 -3.2178 1.1909 -0.1 -0.1 -0.1
O 0.4118 -1.5002 -0.0426 0.1 0.1 0.2
C 1.5448 2.5758 1.3749 -0.2 -0.1 -0.1
O 1.9637 3.6408 1.7144 -0.1 0.3 0.0
O 0.5644 2.3709 0.4804 0.3 -0.2 -0.2
H 4.6868 0.4754 4.5735 0.1 0.1 0.1
H 3.4113 2.0622 3.3972 0.0 0.0 0.0
H 3.1554 -2.2489 2.9066 0.0 0.1 0.0
N 3.5773 5.2351 -1.4031 -0.2 0.0 -0.1
C 2.4961 4.4939 -1.8296 0.0 0.0 0.0
C 2.6898 3.3079 -2.5479 0.1 0.0 0.0
C 1.6110 2.5493 -2.9398 -0.1 0.2 -0.2
C 0.3237 2.9788 -2.6230 0.0 -0.2 0.2
C 0.1085 4.1861 -1.9656 -0.1 0.0 0.0
C 1.1900 4.9454 -1.5874 0.1 0.1 0.1
S -1.0171 1.9515 -3.0050 0.2 -0.1 0.3
O -0.7064 1.2302 -4.2006 -0.2 0.0 -0.1
O -2.2339 2.6904 -2.8680 -0.1 -0.1 0.0
N -0.9942 0.8058 -1.6942 -0.4 -0.2 -0.7
C -2.0554 -0.1314 -1.6444 -0.1 0.8 0.6
N -2.8616 -0.3686 -2.6647 -0.1 0.3 -0.1
C -3.8140 -1.2748 -2.4627 0.1 0.0 0.0
C -3.9551 -1.9611 -1.2667 0.0 0.1 -0.1
C -3.0625 -1.6241 -0.2665 0.0 -0.1 0.2
N -2.1368 -0.6925 -0.4410 0.0 0.0 0.2
H 4.4610 4.7599 -1.3576 0.0 -0.1 0.0
H 3.4096 5.8662 -0.6392 0.0 0.0 0.0
H 3.6997 2.9778 -2.7673 -0.1 0.0 0.0
H 1.7414 1.6261 -3.4903 0.0 0.1 0.0
H -0.9059 4.5100 -1.7636 0.1 0.0 0.0
H 1.0435 5.8802 -1.0576 0.0 0.0 0.0
H -4.4755 -1.4583 -3.3043 0.0 0.0 0.1
H -4.7232 -2.7054 -1.1165 0.0 0.0 0.0
H -3.0943 -2.1045 0.7066 0.0 0.1 0.0
C -1.8833 -1.5721 -5.8562 0.1 0.1 0.1
C -0.6599 -2.1334 -5.1730 -0.1 0.0 -0.1
C -0.3532 -1.7420 -3.8720 0.1 0.0 0.1
C 0.7583 -2.2518 -3.2191 0.0 -0.1 0.0
C 1.5956 -3.1293 -3.8989 0.0 0.0 0.0
C 1.3129 -3.5353 -5.1981 0.0 0.0 0.1
C 0.1718 -3.0497 -5.8172 0.0 0.0 0.0
S 3.1384 -3.5801 -3.1758 -0.2 0.0 -0.2
O 3.0114 -3.4758 -1.7528 0.1 0.2 0.1
O 3.6015 -4.7868 -3.7920 0.1 0.0 -0.1
N 4.1831 -2.3974 -3.6727 0.1 0.1 0.2
C 3.8756 -0.9943 -3.3228 0.1 -0.1 0.0
C 4.2302 -0.6127 -1.8802 -0.2 -0.1 -0.3
C 3.2254 0.3235 -1.2356 0.1 0.3 0.0
O 3.5859 1.1342 -0.3812 -0.4 -0.3 -0.2
O 1.9934 0.1528 -1.6471 0.2 0.1 0.9
H -2.7852 -2.0739 -5.4967 0.0 0.0 0.0
H -1.8298 -1.7015 -6.9363 0.0 0.0 0.0
H -1.9908 -0.5089 -5.6312 0.0 -0.1 0.0
H -0.9769 -1.0015 -3.3799 0.4 -0.5 -0.5
H 0.9838 -1.9745 -2.1962 0.0 0.0 -0.2
H 1.9862 -4.2217 -5.6987 -0.1 0.0 0.0
H -0.0727 -3.3781 -6.8218 0.0 0.0 0.0
H 4.3852 -2.5442 -4.6559 0.1 0.1 0.1
H 2.8197 -0.7876 -3.4931 -0.1 0.0 -0.1
H 4.4497 -0.3736 -4.0080 0.0 0.0 -0.1
H 5.2231 -0.1789 -1.7973 0.0 0.0 0.0
H 4.1938 -1.5084 -1.2626 0.1 -0.2 0.0
```
Forces are in eV/Å.

The HOMO-LUMO gap (spin up / spin down) comes out at 7.70 / 5.87 eV. Its expectation value of S² is 6.02. The value obtained for the total energy is -83989.047 eV. For the HOMO energy (spin up / spin down), the calculation gives -8.518 / -8.517 eV. As for the spin multiplicity: 5.